(1)
55
Properties=species:S:1:pos:R:3:mulliken_charge:R:1 method="wB97M-V/def2-TZVPD" multiplicity=1 molar_mass_g_mol=455.93 homo_energy_ev=-14.316 charge=+2 homo_lumo_gap_ev=8.40 lumo_ev=-5.9 e_above_lowest_kj_mol=0.0
Cd 0.122 0.107 0.127 1.66
S -0.172 -2.712 -0.529 -0.06
S -0.221 2.684 -0.571 -0.01
C 1.401 -3.636 -0.562 -0.94
C -0.348 -2.476 -2.345 -0.71
C 0.377 -1.231 -2.882 -0.77
N -0.206 0.003 -2.332 -0.25
C 0.357 1.232 -2.917 -0.84
C -0.388 2.467 -2.379 -0.69
H -1.430 -2.420 -2.547 0.43
H 0.063 -3.380 -2.815 0.50
H 0.268 -1.222 -3.985 0.35
H 1.459 -1.259 -2.633 0.34
H 0.252 1.204 -4.021 0.39
H 1.437 1.285 -2.668 0.34
H -1.470 2.398 -2.570 0.41
H 0.010 3.387 -2.827 0.50
C 1.348 3.591 -0.535 -1.02
H -1.224 -0.007 -2.433 0.30
H 2.063 3.150 -1.243 0.37
H 1.768 3.576 0.478 0.23
H 1.135 4.635 -0.806 0.42
H 1.914 -3.570 0.405 0.41
H 2.051 -3.248 -1.353 0.15
H 1.161 -4.686 -0.768 0.44
C -2.355 -0.044 0.536 -0.79
C -1.706 -0.022 1.758 -0.61
H -2.739 -0.970 0.114 0.35
H -2.783 0.871 0.123 0.33
H -1.460 -0.940 2.291 0.38
H -1.781 0.871 2.401 0.32
C 1.147 1.104 4.339 -1.49
P 0.990 1.561 2.567 -0.01
C 0.120 3.160 2.744 -1.07
C 2.827 1.897 2.222 -0.72
C 3.507 0.524 2.060 -1.30
P 2.586 -0.645 0.932 0.87
C 3.974 -1.412 -0.009 -1.37
C 1.844 -1.768 2.214 -1.08
H 0.142 0.925 4.765 0.38
H 1.611 1.965 4.844 0.46
H 1.768 0.207 4.504 0.42
H 0.558 3.792 3.530 0.42
H 0.067 3.735 1.803 0.41
H -0.904 2.879 3.032 0.39
H 2.912 2.501 1.313 0.26
H 3.238 2.480 3.052 0.61
H 4.517 0.553 1.619 0.65
H 3.579 0.009 3.027 0.37
H 4.799 -1.760 0.641 0.44
H 3.659 -2.244 -0.655 0.34
H 4.341 -0.597 -0.656 0.39
H 2.555 -2.429 2.727 0.38
H 1.350 -1.136 2.964 0.10
H 1.037 -2.360 1.768 0.20

---

(2)
64
Properties=species:S:1:pos:R:3:mulliken_charge:R:1 method="wB97M-V/def2-TZVPD" multiplicity=1 molar_mass_g_mol=573.41 homo_energy_ev=-8.822 homo_lumo_gap_ev=7.13 lumo_ev=-1.7
O 3.464 0.216 0.787 -0.45
S 3.758 1.066 -0.354 0.60
O 3.696 0.038 -1.632 -0.45
I 5.260 0.200 -2.853 0.28
O 2.339 1.805 -0.751 -0.30
C 1.359 1.192 -1.541 -0.62
O 0.646 0.230 -0.782 -0.22
C 0.426 -0.980 -1.394 0.87
F 1.595 -1.773 -1.448 -0.26
F 0.059 -0.783 -2.715 -0.26
F -0.581 -1.653 -0.754 -0.21
H 0.681 1.979 -1.830 0.39
H 1.793 0.748 -2.424 0.51
C -0.174 -1.050 4.786 -1.52
C 0.679 -0.781 3.550 0.85
C 2.178 -0.676 3.839 -0.69
O 2.578 0.539 4.441 -0.35
C 2.407 0.612 5.840 -0.68
N 0.151 0.390 2.848 -0.69
H -0.302 -0.150 5.386 0.31
H -1.167 -1.384 4.492 0.30
H 0.271 -1.823 5.416 0.37
H 0.566 -1.635 2.879 0.17
H 2.711 -0.719 2.889 0.24
H 2.517 -1.525 4.449 0.42
H 2.585 -0.360 6.312 0.31
H 1.410 0.963 6.120 0.23
H 3.139 1.323 6.221 0.26
H 0.634 0.497 1.962 0.18
H 0.405 1.213 3.384 0.32
C 1.092 5.768 -5.866 -1.43
C 1.717 5.581 -4.488 0.38
C 1.956 4.117 -4.104 -0.76
O 0.796 3.404 -3.723 -0.21
C 0.014 2.882 -4.784 -0.81
N 0.920 6.307 -3.498 -0.73
H 0.025 5.549 -5.854 0.29
H 1.204 6.802 -6.186 0.36
H 1.567 5.127 -6.610 0.34
H 2.706 6.048 -4.509 0.40
H 2.605 4.097 -3.224 0.32
H 2.476 3.580 -4.909 0.43
H 0.645 2.572 -5.622 0.37
H -0.727 3.600 -5.140 0.24
H -0.515 2.010 -4.400 0.27
H 1.393 6.300 -2.600 0.28
H 0.058 5.794 -3.344 0.31
C -4.866 -3.863 0.341 -1.38
C -4.765 -4.890 1.464 0.36
C -3.634 -4.616 2.462 -0.67
O -2.341 -4.932 1.993 -0.45
C -1.726 -3.938 1.194 -0.68
N -4.694 -6.232 0.881 -0.73
H -4.095 -4.019 -0.412 0.27
H -5.829 -3.952 -0.158 0.35
H -4.770 -2.845 0.723 0.35
H -5.693 -4.838 2.041 0.39
H -3.787 -5.253 3.336 0.36
H -3.664 -3.572 2.804 0.34
H -2.007 -2.936 1.529 0.30
H -1.976 -4.043 0.136 0.22
H -0.648 -4.054 1.300 0.40
H -4.752 -6.927 1.618 0.27
H -3.768 -6.351 0.485 0.31

---

(3)
57
Properties=species:S:1:pos:R:3:mulliken_charge:R:1 method="wB97M-V/def2-TZVPD" multiplicity=1 molar_mass_g_mol=342.42 homo_energy_ev=-7.883 homo_lumo_gap_ev=8.45 smiles="NCCCCCO[P@@](=O)(O)OCCCO.CCN(CC)CC" lumo_ev=0.6 e_above_lowest_kj_mol=0.0
N -2.934 -1.070 -1.458 -0.67
C -1.927 -0.021 -1.680 0.05
C -1.401 -0.113 -3.111 -0.57
C -0.529 1.064 -3.623 -0.88
C 0.020 2.043 -2.571 -0.01
C 1.251 1.454 -1.897 0.17
O 1.703 2.261 -0.781 -0.30
P 1.368 1.862 0.710 0.74
O 0.323 0.852 0.899 -0.45
O 2.813 1.491 1.276 -0.57
O 1.108 3.257 1.416 -0.28
C -0.118 3.950 1.110 -0.27
C 0.074 5.407 1.459 -0.80
C 1.157 6.083 0.607 -0.26
O 0.704 7.265 -0.043 -0.55
H -2.947 -1.313 -0.474 0.21
H -3.858 -0.715 -1.676 0.27
H -2.329 0.977 -1.484 0.42
H -1.125 -0.197 -0.971 -0.12
H -2.272 -0.233 -3.760 0.36
H -0.837 -1.045 -3.205 0.18
H 0.345 0.646 -4.132 0.28
H -1.083 1.623 -4.378 0.35
H -0.722 2.321 -1.822 -0.16
H 0.324 2.968 -3.069 0.46
H 2.086 1.459 -2.597 0.38
H 1.088 0.426 -1.568 -0.35
H 2.744 1.229 2.207 0.35
H -0.336 3.854 0.040 0.19
H -0.925 3.487 1.677 0.37
H 0.297 5.501 2.522 0.29
H -0.877 5.911 1.258 0.42
H 1.550 5.372 -0.131 0.18
H 1.986 6.408 1.231 0.28
H -0.095 7.056 -0.541 0.31
C -1.049 -5.885 1.238 -1.44
C -0.329 -4.745 0.535 -0.34
N -0.585 -3.449 1.139 0.21
C -0.151 -2.331 0.319 -0.53
C 1.350 -2.160 0.055 -0.95
C -0.297 -3.345 2.559 -0.63
C 1.131 -3.660 3.025 -1.02
H -2.119 -5.684 1.299 0.33
H -0.904 -6.811 0.681 0.44
H -0.672 -6.051 2.248 0.30
H -0.686 -4.686 -0.497 0.43
H 0.745 -4.988 0.476 0.27
H -0.529 -1.412 0.775 0.31
H -0.662 -2.425 -0.645 0.28
H 1.882 -1.783 0.928 0.07
H 1.497 -1.437 -0.750 0.17
H 1.819 -3.096 -0.256 0.42
H -0.984 -4.006 3.092 0.42
H -0.566 -2.332 2.868 0.36
H 1.516 -4.568 2.558 0.25
H 1.140 -3.819 4.105 0.39
H 1.827 -2.850 2.807 0.26

---

(4)
77
Properties=species:S:1:pos:R:3:mulliken_charge:R:1 method="wB97M-V/def2-TZVPD" multiplicity=4 molar_mass_g_mol=824.44 homo_energy_ev="-4.297 / -4.292" charge=-1 homo_lumo_gap_ev="5.17 / 5.16" lumo_ev="0.9 / 0.9" e_above_lowest_kj_mol=36.2
V 6.785 -8.884 -18.906 0.98
Ag 3.656 -10.107 -17.227 1.23
N 6.791 -10.207 -17.353 0.26
S 7.179 -9.978 -15.681 0.69
O 8.540 -10.206 -15.245 -0.56
O 6.162 -10.310 -14.733 -0.44
F 7.294 -8.329 -15.636 -0.31
S 6.571 -11.728 -17.185 0.39
O 5.235 -12.171 -16.933 -0.29
O 7.711 -12.578 -16.798 -0.61
F 6.703 -11.961 -18.732 -0.37
C 5.500 -4.085 -18.500 0.46
F 6.608 -3.778 -19.223 -0.21
F 5.819 -4.022 -17.186 -0.21
F 4.531 -3.228 -18.852 -0.19
S 4.961 -5.906 -18.849 1.09
O 6.041 -6.839 -18.357 -0.67
O 3.696 -6.095 -18.161 -1.08
O 4.849 -5.956 -20.317 -0.65
C 3.676 -9.245 -19.930 0.22
O 4.741 -9.219 -19.350 0.04
O 2.755 -9.899 -19.436 -0.80
O 3.650 -8.672 -21.011 -0.80
C -0.080 -5.258 -16.479 -0.54
C 0.485 -4.926 -17.877 -0.27
O 1.115 -6.169 -18.204 -0.40
H -1.140 -5.508 -16.525 0.29
H -0.029 -4.401 -15.808 0.38
H 0.400 -6.073 -15.937 -0.16
H 1.263 -4.163 -17.862 0.21
H -0.243 -4.549 -18.596 0.28
H 2.057 -6.095 -18.034 0.46
C 3.889 -12.959 -13.729 -0.57
C 2.635 -13.729 -14.130 -0.57
O 2.399 -13.665 -15.584 -0.58
H 4.086 -13.406 -12.755 0.46
H 3.849 -11.873 -13.642 0.15
H 4.717 -13.291 -14.356 0.10
H 1.780 -13.274 -13.630 0.26
H 2.566 -14.780 -13.849 0.43
H 2.930 -14.308 -16.059 0.28
C 0.565 -8.832 -16.039 -0.76
C 0.555 -10.295 -15.602 -0.52
O 1.881 -10.792 -15.675 0.07
H 0.611 -8.642 -17.111 0.38
H 1.485 -8.312 -15.772 -0.23
H -0.215 -8.166 -15.671 0.48
H -0.170 -10.931 -16.110 0.38
H 0.278 -10.277 -14.548 0.39
H 1.801 -11.723 -15.455 -0.01
C -1.407 -12.188 -19.940 -1.27
C -0.133 -11.567 -19.345 1.36
O 0.144 -10.240 -19.732 -0.57
H -2.308 -11.771 -19.490 0.31
H -1.374 -13.271 -19.815 0.34
H -1.413 -11.839 -20.973 0.32
H 0.765 -12.175 -19.452 -0.42
H -0.298 -11.484 -18.271 -0.33
H 1.020 -10.066 -19.379 0.33
C 3.538 -6.129 -14.579 -1.06
C 4.356 -7.447 -14.864 -0.33
O 4.108 -7.942 -16.144 1.16
H 3.821 -5.259 -15.171 0.23
H 3.627 -5.870 -13.524 0.41
H 2.509 -6.396 -14.821 0.11
H 4.047 -8.174 -14.112 0.33
H 5.421 -7.227 -14.791 0.28
H 3.979 -7.136 -16.651 -0.54
C 4.291 -14.491 -20.292 -1.66
C 3.593 -13.320 -19.726 0.80
O 4.108 -12.215 -20.379 -0.57
H 3.922 -15.368 -19.762 0.39
H 5.360 -14.531 -20.079 0.33
H 4.051 -14.513 -21.355 0.40
H 3.746 -13.333 -18.647 -0.13
H 2.531 -13.388 -19.961 0.03
H 3.587 -11.490 -20.026 0.20

---

| no. | electronic energy (hartree) |
| --- | --- |
| 1 | -2255.46170 |
| 2 | -2240.73361 |
| 3 | -1381.58609 |
| 4 | -4598.41628 |